Record 1
{"formula": "C10H20", "method": "the ωB97M-V functional and the def2-TZVPD basis", "elements": ["C", "C", "C", "C", "C", "C", "C", "C", "C", "C", "H", "H", "H", "H", "H", "H", "H", "H", "H", "H", "H", "H", "H", "H", "H", "H", "H", "H", "H", "H"], "positions_angstrom": [[-2.3325, 1.2930, -0.9469], [2.2574, 1.0432, 2.4311], [-2.1493, 0.3486, -2.0934], [2.4898, -0.2858, 1.6511], [1.9145, -2.3056, 0.2928], [-1.6092, 2.6733, 1.0790], [-1.4122, 1.6926, -0.0109], [-2.5193, -1.0904, -1.7645], [1.8005, -2.1146, -1.2148], [1.5763, -0.9955, 0.9863], [-3.6088, -1.2552, -1.8121], [1.3127, 1.1508, 2.9902], [-0.3557, 1.3934, -0.0175], [1.2029, -3.0701, 0.6596], [3.0983, 1.1746, 3.1326], [-2.1545, -1.4312, -0.7809], [2.9328, -2.6244, 0.5877], [-0.9935, 3.5217, 0.7358], [0.5556, -0.5919, 0.9550], [-1.0717, 0.5135, -2.2855], [-3.3748, 1.6304, -0.8735], [0.7472, -2.2716, -1.5018], [2.3076, 1.8387, 1.6687], [-2.7030, 0.6450, -3.0050], [-2.6538, 3.0136, 1.1771], [2.4320, -2.7994, -1.8056], [-2.0369, -1.6981, -2.5485], [3.5143, -0.6773, 1.7037], [-1.2480, 2.3555, 2.0716], [2.0813, -1.0767, -1.4611]], "atomic_forces_ev_per_a": [[0.05, 0.85, 1.62], [0.58, -0.62, -0.93], [1.26, 0.76, 0.30], [-0.43, 0.35, 0.88], [-0.16, 0.32, 0.60], [-0.51, 0.88, 0.06], [-1.06, -1.23, -1.60], [0.31, -0.54, -0.39], [-0.29, -0.03, -0.46], [0.53, 0.19, 0.61], [0.41, 0.09, 0.07], [0.30, -0.38, -0.40], [-0.38, -0.39, -0.66], [0.41, 0.14, -0.28], [-0.43, 0.11, -0.25], [-0.08, 0.26, -0.39], [-0.47, 0.22, -0.09], [-0.24, 0.12, 0.62], [0.19, -0.41, -0.16], [-0.29, -0.90, -0.51], [0.36, 0.26, 0.50], [0.40, 0.18, -0.18], [-0.01, 0.05, 0.51], [0.26, 0.16, 0.54], [0.39, -0.12, -0.05], [-0.29, 0.19, 0.30], [-0.38, -0.19, 0.37], [-0.32, 0.17, -0.05], [-0.04, -0.03, -0.47], [-0.07, -0.46, -0.10]], "molar_mass_g_mol": 140.27, "e_above_lowest_kj_mol": 182.2, "multiplicity": 1, "orbital_gap_ha": 0.3701, "lumo_energy_ev": 1.12, "max_force_ha_per_bohr": 0.0443, "smiles": "C/C=C/CC.C/C=C/CC", "homo_energy_ha": -0.3289}



Record 2
{"formula": "C4H10N3", "method": "the ωB97M-V functional and the def2-TZVPD basis", "elements": ["N", "N", "N", "C", "C", "C", "C", "H", "H", "H", "H", "H", "H", "H", "H", "H", "H"], "positions_angstrom": [[3.1830, 0.8796, 0.1083], [-1.7586, 0.3189, -0.1621], [-1.5488, -0.6768, 0.4263], [2.0159, 0.4267, -0.1589], [4.2692, 0.3351, -0.6807], [-2.5648, -1.6541, 0.7296], [-2.9346, 0.9105, -0.6003], [-3.3478, -1.1947, 1.4664], [-2.1665, -2.6938, 1.0538], [5.2154, 0.1460, -0.0144], [3.2733, 1.7215, 0.6213], [-3.3998, 1.6168, 0.0985], [-3.8148, 0.1684, -0.6950], [-2.6481, 1.3712, -1.5737], [4.5180, 0.9687, -1.5125], [3.8892, -0.6928, -1.1414], [-3.2712, -1.7468, -0.1586]], "atomic_forces_ev_per_a": [[-2.73, -1.19, -1.25], [2.03, 2.37, 0.10], [1.01, -2.47, 1.01], [1.21, 0.44, 0.73], [2.08, -3.41, -0.20], [-3.18, -0.92, 0.56], [-3.38, -0.78, -1.62], [1.75, -0.97, -0.62], [-0.57, 2.21, -0.48], [-1.99, 0.30, -1.22], [0.34, 1.19, 1.01], [0.90, 0.26, -0.01], [1.26, 0.79, -0.42], [-0.84, -0.07, 0.78], [0.04, 0.48, -0.14], [0.95, 2.13, 1.11], [1.14, -0.34, 0.66]], "molar_mass_g_mol": 100.14, "e_above_lowest_kj_mol": 797.9, "multiplicity": 1, "orbital_gap_ha": [0.2517, 0.1291], "charge": 1, "lumo_energy_ev": [-5.39, -7.17], "max_force_ha_per_bohr": 0.0779, "homo_energy_ha": [-0.4498, -0.3926]}



Record 3
{"formula": "C3H5ClN2O2S2", "method": "the ωB97M-V functional and the def2-TZVPD basis", "elements": ["Cl", "S", "S", "O", "O", "N", "N", "C", "C", "C", "H", "H", "H", "H", "H"], "positions_angstrom": [[-2.1419, -0.4431, -1.6153], [1.6979, 1.9451, -0.6543], [-1.9226, 0.0348, 0.3916], [-2.0275, -1.1573, 1.1668], [-2.8401, 1.0921, 0.6230], [2.0671, 0.4748, 0.2026], [0.9087, -0.1958, 0.5770], [0.0805, 1.7690, -0.3063], [0.6439, -1.5405, -0.1674], [-0.2113, 0.6463, 0.3471], [-0.2490, -2.0089, 0.3108], [-0.5311, 2.5809, -0.5882], [0.3694, -1.4145, -1.1833], [1.4677, -2.3588, -0.1352], [2.6885, 0.5757, 1.0312]], "atomic_forces_ev_per_a": [[-0.60, -0.33, -0.96], [1.16, -0.90, 0.35], [2.06, 0.01, 0.09], [-0.03, -0.30, 0.20], [0.03, 0.73, -0.05], [0.69, 0.07, 0.23], [-1.68, -1.19, -1.48], [0.86, 4.04, -2.19], [0.91, -1.98, 1.96], [-2.11, -4.09, 3.47], [0.91, 0.56, -0.12], [-0.85, 0.52, 0.08], [0.08, 0.75, -1.03], [-0.92, 2.01, 0.38], [-0.50, 0.11, -0.94]], "molar_mass_g_mol": 200.67, "e_above_lowest_kj_mol": 0.0, "s2": 2.01, "multiplicity": 3, "orbital_gap_ha": [0.2156, 0.3104], "lumo_energy_ev": [0.01, -2.33], "max_force_ha_per_bohr": 0.1121, "homo_energy_ha": [-0.2152, -0.3960]}



Record 4
{"formula": "C4H6N2", "method": "the ωB97M-V functional and the def2-TZVPD basis", "elements": ["N", "N", "C", "C", "C", "C", "H", "H", "H", "H", "H", "H"], "positions_angstrom": [[1.6465, -1.1582, -1.4150], [-0.9188, -0.8781, -0.0329], [0.6869, 1.1646, 0.8661], [-1.6729, -0.5747, -0.9977], [0.8619, -0.9172, -0.5743], [0.5148, -0.3139, 0.6934], [1.7370, 1.3823, 1.0773], [-2.6957, -0.2680, -0.7986], [0.0723, 1.5099, 1.6970], [-1.3703, -0.7128, -2.0387], [0.7338, -0.9421, 1.5586], [0.4045, 1.7083, -0.0351]], "atomic_forces_ev_per_a": [[-1.42, -0.37, -0.35], [-0.43, 2.36, 1.97], [-0.93, 0.02, 0.00], [0.53, -0.77, 0.59], [4.29, 0.89, 0.58], [-1.33, -2.14, -2.21], [-0.04, -0.28, 0.02], [-0.45, -0.08, -0.15], [0.08, 0.13, 0.04], [0.12, 0.19, -0.34], [-0.47, 0.14, -0.16], [0.04, -0.10, 0.02]], "molar_mass_g_mol": 82.11, "e_above_lowest_kj_mol": 491.6, "multiplicity": 1, "orbital_gap_ha": [0.2745, 0.2745], "lumo_energy_ev": [-0.42, -0.42], "max_force_ha_per_bohr": 0.0859, "homo_energy_ha": [-0.2901, -0.2901]}



Record 5
{"formula": "C44H32Cl5N11Rb", "method": "the ωB97M-V functional and the def2-TZVPD basis", "elements": ["Rb", "Cl", "Cl", "Cl", "Cl", "Cl", "N", "N", "N", "N", "N", "N", "N", "N", "N", "N", "N", "C", "C", "C", "C", "C", "C", "C", "C", "C", "C", "C", "C", "C", "C", "C", "C", "C", "C", "C", "C", "C", "C", "C", "C", "C", "C", "C", "C", "C", "C", "C", "C", "C", "C", "C", "C", "C", "C", "C", "C", "C", "C", "C", "C", "H", "H", "H", "H", "H", "H", "H", "H", "H", "H", "H", "H", "H", "H", "H", "H", "H", "H", "H", "H", "H", "H", "H", "H", "H", "H", "H", "H", "H", "H", "H", "H"], "positions_angstrom": [[0.2060, 0.7503, -0.9474], [0.2140, 5.6624, -1.0579], [0.1981, 2.6342, -6.4971], [-0.4702, 5.6767, -6.4061], [0.7297, 1.0801, -3.8629], [-0.5407, 7.1690, -3.6706], [1.2408, 0.1034, 3.6379], [-0.0330, -1.9211, -0.7237], [1.8268, 3.6339, 1.2932], [1.3137, -1.2514, 1.6391], [-0.5817, 0.6934, 2.1905], [3.6609, 1.1879, -1.8438], [-2.1718, -1.7411, -1.7943], [-2.1278, 0.0229, -0.1601], [1.9626, -2.9881, 0.0686], [4.6226, 0.8694, 2.7843], [-2.8506, 1.2990, 1.7297], [-0.1319, 5.4836, -3.7182], [0.4810, 3.4074, -2.5215], [-4.3720, -0.0736, 0.3987], [0.7289, -3.7844, -1.8682], [-1.0359, -4.0981, -3.4939], [1.3848, -4.9229, -2.3007], [-6.4496, -1.5929, -0.5882], [-3.0421, 0.4993, 0.7008], [3.4894, 3.2424, -0.5775], [-5.5932, -0.0213, 1.0438], [0.9652, -2.8421, -0.7601], [1.7019, -0.9165, 2.8734], [4.0721, 1.8215, -0.6034], [0.4377, 2.8030, -3.7750], [3.2067, 3.7805, 0.8393], [-0.8592, 3.2509, 6.0550], [0.8202, -5.6480, -3.3427], [3.5540, 0.9589, 0.5401], [-5.2191, -1.6464, -1.2332], [-6.6265, -0.8084, 0.5491], [2.0777, -2.2772, 1.2057], [-0.4744, -3.3793, -2.4540], [0.1695, 3.4639, -4.9719], [-0.3725, -5.2362, -3.9355], [3.4250, -2.0404, 4.5516], [-1.5750, 2.2398, 3.5960], [4.0620, -3.5935, 2.2745], [3.6900, 1.6315, 1.9159], [0.1878, 4.7635, -2.5716], [4.7860, -3.7160, 3.4442], [3.0466, -2.6409, 2.2118], [-2.0579, 3.6344, 5.4568], [0.1984, 0.8305, 3.2946], [0.0004, 2.3570, 5.4279], [-1.6824, 1.4314, 2.3609], [4.4482, -2.9645, 4.5863], [-0.9267, -2.2110, -1.6674], [4.1395, 3.0777, 1.8290], [-0.1227, 4.8231, -4.9433], [-0.3723, 1.8513, 4.1960], [-2.7224, -0.8638, -0.9777], [-4.1789, -0.9036, -0.7086], [-2.4282, 3.1346, 4.2142], [2.7814, -1.7960, 3.3217], [-3.3616, 3.4179, 3.7447], [4.7498, 1.3438, 3.6752], [-0.7959, -5.8188, -4.7448], [2.7367, 1.6209, 2.4321], [-0.6078, 3.6460, 7.0321], [4.0906, 0.2777, -1.9681], [4.0899, 0.0032, 0.5280], [3.1369, -1.4838, 5.4370], [2.5491, 3.2360, -1.1387], [-7.2784, -2.1761, -0.9703], [5.5238, 0.7211, 2.3380], [2.3055, -5.2411, -1.8280], [1.2284, 4.2628, 0.7710], [-5.0678, -2.2600, -2.1120], [4.0525, 3.5476, 2.8123], [5.5989, -4.4298, 3.5016], [4.2623, -4.2222, 1.4154], [5.1712, 1.8837, -0.5200], [2.4975, 0.7173, 0.3237], [1.3014, -6.5559, -3.6859], [4.9960, -3.1332, 5.5058], [0.9350, 2.0609, 5.8882], [-5.7236, 0.5989, 1.9215], [4.1631, -0.0696, 2.9926], [4.1814, 3.9150, -1.0928], [1.4691, 2.6986, 1.1125], [5.1776, 3.1680, 1.4913], [3.9060, 1.7654, -2.6389], [-1.9767, -3.7910, -3.9330], [-7.5837, -0.8176, 1.0562], [-2.7109, 4.3309, 5.9687], [3.4226, 4.8500, 0.8657]], "atomic_forces_ev_per_a": [[0.91, 0.69, 0.61], [-0.01, 0.23, 0.28], [-0.01, 0.01, 0.03], [0.00, -0.01, 0.02], [0.21, -0.48, -0.77], [0.04, -0.01, 0.03], [-0.29, 0.32, -0.01], [-0.64, 0.02, 0.00], [0.07, -0.10, 0.18], [0.25, 0.06, -0.55], [-0.48, 0.07, -0.45], [0.07, -0.17, -0.10], [-0.47, 0.21, -0.15], [-0.45, -0.34, 0.36], [-0.17, -0.06, -0.15], [-0.71, -1.37, 0.49], [-0.39, 0.10, -0.13], [0.01, 0.07, -0.04], [-0.18, 0.27, -0.56], [-0.14, -0.18, -0.33], [-0.20, 0.11, -0.15], [-0.10, 0.00, -0.04], [0.09, -0.06, -0.02], [0.02, 0.03, -0.06], [0.12, 0.11, 0.12], [0.00, -0.01, 0.07], [0.07, 0.08, 0.10], [0.39, -0.27, -0.24], [0.35, -0.14, 0.24], [0.05, 0.18, -0.03], [-0.05, 0.67, 0.41], [0.06, 0.03, -0.13], [0.04, -0.01, 0.03], [0.07, 0.03, 0.07], [-0.32, 0.00, -0.04], [0.08, -0.09, -0.08], [-0.08, 0.06, -0.02], [0.05, 0.10, 0.33], [0.17, -0.10, 0.01], [0.04, -0.14, -0.15], [-0.10, 0.02, -0.07], [0.08, 0.60, -0.30], [0.14, -0.09, 0.16], [0.11, -0.07, -0.05], [-0.24, 0.53, -0.61], [0.08, -0.44, -0.06], [-0.04, -0.08, -0.04], [-0.03, 0.33, 0.25], [-0.07, 0.08, -0.07], [0.60, -0.11, 0.29], [0.07, 0.01, 0.03], [0.44, -0.33, 0.25], [0.11, -0.06, 0.02], [0.40, -0.45, 0.32], [-0.14, 0.18, 0.10], [-0.01, -0.01, 0.01], [-0.26, 0.10, -0.14], [-0.01, -0.30, -0.02], [-0.22, 0.24, 0.20], [-0.06, -0.01, -0.02], [-0.13, -0.16, -0.04], [-0.01, -0.01, 0.01], [0.06, 0.02, 0.07], [0.01, -0.01, 0.00], [-0.06, -0.21, 0.19], [0.04, 0.03, -0.02], [0.01, 0.01, -0.03], [-0.18, -0.13, 0.04], [0.02, 0.01, -0.01], [0.02, 0.05, -0.04], [-0.01, 0.00, 0.02], [0.08, -0.05, 0.00], [-0.01, 0.00, 0.03], [-0.03, -0.03, -0.06], [0.03, -0.07, 0.05], [0.00, 0.01, 0.02], [-0.02, -0.03, 0.02], [0.02, -0.01, 0.01], [0.00, 0.05, 0.06], [0.63, 0.00, 0.42], [0.02, 0.02, -0.04], [-0.05, -0.02, 0.03], [-0.03, -0.07, 0.03], [0.01, -0.02, 0.01], [0.42, 0.51, -0.10], [-0.02, -0.01, -0.06], [-0.04, 0.12, 0.05], [0.01, -0.05, -0.03], [-0.12, -0.04, -0.07], [0.00, 0.02, 0.01], [-0.02, 0.05, -0.03], [0.01, 0.00, 0.01], [0.01, -0.02, -0.02]], "molar_mass_g_mol": 977.55, "multiplicity": 1, "orbital_gap_ha": 0.1696, "charge": -1, "lumo_energy_ev": 1.15, "max_force_ha_per_bohr": 0.0314, "homo_energy_ha": -0.1274}



Record 6
{"formula": "C17H30N2O4", "method": "the ωB97M-V functional and the def2-TZVPD basis", "elements": ["O", "O", "O", "O", "N", "N", "C", "C", "C", "C", "C", "C", "C", "C", "C", "C", "C", "C", "C", "C", "C", "C", "C", "H", "H", "H", "H", "H", "H", "H", "H", "H", "H", "H", "H", "H", "H", "H", "H", "H", "H", "H", "H", "H", "H", "H", "H", "H", "H", "H", "H", "H", "H"], "positions_angstrom": [[-1.9762, -2.1835, -1.2814], [2.0214, 0.6139, 0.8477], [-2.8195, -0.1099, 4.4030], [-0.1578, 0.0008, 0.4178], [-0.6443, -0.7668, -2.4202], [-0.8460, 1.5599, -3.9994], [0.5067, -2.2993, 0.4451], [-1.2515, 2.8990, -4.3640], [2.1185, 1.9411, 0.3538], [-0.0332, 1.5466, -2.7967], [-1.0095, -1.4426, -1.3139], [-1.4969, -0.7530, -3.5881], [-1.4785, -1.4363, 2.8424], [-2.5702, -1.4079, 3.9138], [-0.1361, -0.9993, 3.4269], [1.3261, -2.1876, 1.6937], [-1.9855, 0.6721, -3.8423], [0.7889, 0.2750, 1.4271], [-0.1301, -1.2733, -0.1042], [0.4784, 0.1270, -2.5471], [2.8158, -2.3182, 1.3576], [2.5097, 2.9384, 1.4402], [1.0188, -0.8702, 2.4244], [-2.3348, -1.4265, -3.4034], [1.0753, -0.1898, -3.4105], [1.9080, -0.5761, 2.9923], [3.4456, 2.6336, 1.9010], [0.4541, -3.2612, -0.0382], [1.1005, 0.0901, -1.6553], [0.8133, 2.2222, -2.9407], [-2.6321, 0.9877, -3.0032], [1.0573, -3.0192, 2.3559], [-1.7712, -0.7683, 2.0301], [1.7459, 2.9930, 2.2125], [-1.8127, 2.8583, -5.2962], [2.9945, -3.2358, 0.8016], [2.8958, 1.9038, -0.4146], [-0.2766, -0.0380, 3.9285], [3.1355, -1.4720, 0.7567], [-3.4931, -1.8455, 3.5072], [-1.4115, -2.4446, 2.4341], [-0.3632, 3.5099, -4.5189], [-2.2652, -1.9914, 4.7857], [-3.0724, 0.4480, 3.6586], [0.1617, -1.7216, 4.1912], [-0.9231, -1.1025, -4.4524], [0.3671, 1.1436, 1.9575], [-2.5750, 0.6970, -4.7612], [3.4084, -2.3431, 2.2694], [2.6332, 3.9249, 1.0023], [-1.8794, 3.3793, -3.5970], [-0.6074, 1.8821, -1.9131], [1.1727, 2.2363, -0.1160]], "atomic_forces_ev_per_a": [[-0.15, -0.13, 0.15], [-0.01, -0.22, 0.14], [-0.05, 0.51, 0.08], [-0.25, -0.19, -0.30], [-0.01, 0.13, -0.32], [-0.02, 0.00, 0.04], [0.01, 0.25, 0.02], [0.02, -0.04, 0.02], [0.03, 0.25, 0.00], [0.22, -0.20, -0.06], [0.13, -0.11, 0.14], [-0.49, 0.01, -0.06], [-0.07, 0.08, 0.54], [0.05, -0.42, -0.42], [-0.04, 0.10, -0.32], [0.20, 0.22, -0.07], [0.12, -0.24, -0.11], [0.32, 0.29, 0.58], [0.04, -0.22, 0.27], [0.24, 0.40, 0.16], [-0.16, -0.07, 0.03], [-0.10, -0.39, -0.22], [-0.10, 0.00, -0.06], [0.12, 0.06, -0.08], [0.01, 0.04, 0.08], [-0.07, 0.01, -0.07], [0.10, 0.01, 0.05], [-0.13, -0.11, -0.16], [0.00, -0.03, -0.04], [-0.01, 0.01, 0.04], [0.00, -0.01, -0.04], [-0.04, 0.05, 0.00], [-0.07, -0.06, -0.08], [-0.06, 0.06, 0.09], [-0.04, 0.07, -0.04], [0.09, -0.10, -0.05], [-0.14, 0.06, 0.00], [0.03, -0.02, 0.07], [0.06, 0.00, -0.06], [0.11, -0.03, 0.10], [-0.04, -0.04, -0.09], [-0.01, 0.09, -0.02], [-0.04, -0.05, -0.06], [-0.02, -0.04, 0.07], [0.03, 0.01, 0.06], [-0.05, 0.00, 0.02], [0.07, -0.13, -0.13], [-0.03, 0.00, 0.04], [0.11, -0.01, 0.10], [0.01, 0.15, -0.01], [-0.02, 0.02, 0.02], [0.04, 0.00, -0.01], [0.07, -0.03, -0.06]], "molar_mass_g_mol": 326.44, "e_above_lowest_kj_mol": 276.8, "multiplicity": 1, "orbital_gap_ha": 0.3459, "lumo_energy_ev": 0.69, "max_force_ha_per_bohr": 0.0140, "smiles": "CCO[C@H]1OC(C(=O)N2CCN(C)CC2)=C[C@@H](C)[C@@H]1CCCO", "homo_energy_ha": -0.3207}